Density functional theory data (wB97M-V/def2-TZVPD) for the molecule C4H9NO3S in a non-equilibrium geometry.

```
18
C4H9NO3S (wB97M-V/def2-TZVPD)
C -1.410 -1.279 2.899
C -1.716 -1.081 1.627
O -1.562 0.104 0.923
S -1.089 0.191 -0.680
O -1.782 -0.808 -1.500
O -1.003 1.547 -1.033
N 0.497 -0.431 -0.590
C 1.531 0.567 -0.416
C 1.796 1.246 -1.633
H -0.910 -0.487 3.388
H -1.540 -2.239 3.365
H -2.247 -1.836 1.003
H 0.674 -0.908 -1.483
H 2.433 0.087 -0.138
H 1.063 1.291 0.283
H 2.015 0.405 -2.340
H 0.736 1.634 -1.966
H 2.513 1.997 -1.709
```

## Properties
spin multiplicity = 1
SMILES string = C=COS(=O)(=O)NCC
E = -836.3861 a.u.
molecular weight = 151.2 g/mol
energy above the lowest of the compared OMol25 structures with the same formula, charge and spin = 2.165 eV
frontier orbital gap = 10.954 eV
lowest unoccupied orbital energy = 0.82 eV

Here are the Löwdin charges for atoms 1 to 2, given in e: atom 1 (C): 0.05, atom 2 (C): -0.24